[1]
{
  "formula": "C30H24I2MgN4O8",
  "method": "wB97M-V/def2-TZVPD",
  "gap_ha": 0.2337,
  "multiplicity": 1,
  "homo_ev": -7.0,
  "total_charge": 0,
  "elements": ["Mg", "C", "H", "C", "O", "C", "H", "H", "C", "H", "O", "H", "C", "H", "H", "I", "H", "H", "O", "H", "O", "H", "H", "C", "C", "C", "H", "I", "H", "C", "C", "C", "C", "H", "N", "C", "C", "C", "N", "H", "C", "C", "O", "C", "C", "N", "O", "C", "C", "C", "O", "H", "C", "C", "H", "H", "H", "C", "N", "C", "C", "C", "C", "H", "H", "H", "O", "C", "H"],
  "xyz": [[-0.58126, 0.58980, -0.50242], [-3.74257, -0.01987, -0.29390], [-2.18408, 3.90341, -2.79664], [-2.37209, -1.50021, -1.37658], [2.49527, -0.23418, -0.60949], [-1.02013, -1.74635, -1.81733], [4.52423, 3.82371, -4.85287], [2.28153, 0.20391, 2.21066], [-1.60152, 4.26173, 2.29282], [0.67091, -4.41250, 2.05132], [-1.48625, 1.90416, -1.82056], [-1.77557, 5.21116, 0.35998], [0.96613, -1.06086, 1.41162], [0.96669, -3.70985, 4.34805], [-0.09212, -2.54316, 0.36587], [-4.62217, -5.01996, -2.76271], [-1.61402, 5.17758, 2.86804], [-5.84196, -0.49556, -0.20731], [0.61449, 3.82147, -1.38088], [3.96593, -1.19888, 2.78756], [-2.49831, -0.27211, 2.56222], [1.63018, -2.86230, 0.54421], [4.49043, 0.02140, -2.85838], [2.22267, 0.80760, -1.16208], [4.61836, 1.89507, -3.94073], [-1.64460, 2.97567, -1.25290], [0.75726, -2.02072, 3.92966], [1.19894, -3.44026, -2.87512], [-5.55902, -2.66942, -1.34608], [-1.53632, 1.87445, 2.18668], [-1.68355, 4.29135, 0.91753], [2.68069, -2.83535, 3.40945], [4.09373, 3.16953, -4.10590], [-0.64097, -3.32914, 2.49785], [-2.53817, -0.35381, -0.68330], [3.01753, 3.60879, -3.33709], [-0.80052, -2.98701, -2.41807], [-3.43294, -2.40550, -1.64290], [1.15513, 1.64416, -0.82784], [3.41883, -2.19855, 1.45523], [4.09211, 1.01804, -2.99405], [-1.52354, 3.03715, 2.94482], [0.15786, -0.16495, 1.11364], [-4.71121, -2.01580, -1.19091], [0.43084, -3.37661, 2.29699], [2.06124, -0.77499, 2.12128], [-0.90182, 0.35889, 3.95933], [-1.82744, -3.89448, -2.67819], [1.16632, -2.96573, 3.57403], [3.10891, -1.74474, 2.39867], [-0.11175, -0.86609, -1.61939], [3.09369, -3.79210, 3.08292], [2.49133, 2.72716, -2.41813], [-4.86671, -0.82007, -0.54274], [-1.49162, 2.99355, 4.02539], [-0.25452, 1.06703, 4.05290], [-1.60037, -4.82472, -3.17974], [0.73991, -2.50251, 1.06366], [-1.55724, 1.90592, 0.85117], [3.02577, 1.46137, -2.24453], [1.30962, 2.80383, -1.50274], [-1.67323, 0.53328, 2.86557], [-1.62462, 3.08038, 0.23937], [2.60174, 4.59867, -3.47068], [3.11146, -2.61565, 4.38851], [-3.84478, 0.90977, 0.25192], [-2.22815, 4.02416, -1.83895], [-3.11825, -3.60613, -2.31396], [5.44362, 1.57597, -4.56383]],
  "forces_ev_per_a": [[-0.33, -0.16, -0.17], [-0.02, -0.03, 0.00], [-0.01, -0.11, -0.11], [-0.21, -0.41, -0.15], [0.20, -0.13, -0.19], [0.15, -0.31, -0.29], [0.00, 0.03, 0.01], [-0.08, 0.03, -0.09], [-0.04, 0.04, 0.07], [-0.03, -0.01, -0.04], [0.31, 1.18, 0.11], [0.09, 0.02, 0.02], [0.03, -0.09, 0.04], [-0.04, 0.04, 0.02], [0.09, -0.03, -0.04], [0.22, 0.21, 0.06], [0.00, 0.03, -0.03], [0.01, -0.01, 0.04], [-0.19, -0.41, -0.08], [-0.01, 0.05, -0.06], [0.07, 0.03, -0.10], [-0.03, 0.01, -0.06], [0.02, -0.01, 0.00], [0.05, 0.12, 0.17], [0.04, -0.15, 0.02], [-1.42, -0.49, -0.60], [-0.03, 0.04, 0.10], [-0.31, -0.01, -0.04], [0.00, 0.00, -0.07], [-0.07, 0.31, -0.08], [-0.03, 0.01, -0.19], [-0.12, 0.13, -0.01], [-0.04, 0.08, 0.01], [-0.01, -0.05, -0.04], [-0.40, -0.18, -0.02], [-0.06, 0.08, -0.04], [0.54, 0.24, 0.07], [0.20, 0.24, 0.15], [0.54, 0.09, -0.23], [0.05, 0.05, 0.01], [0.04, -0.05, 0.04], [-0.04, -0.11, -0.13], [0.35, -0.43, 1.12], [0.00, 0.12, 0.09], [0.01, 0.15, 0.12], [-0.02, 0.08, 0.21], [0.03, -0.12, 0.10], [-0.25, -0.01, 0.03], [0.11, -0.19, -0.14], [-0.06, -0.26, 0.00], [-0.03, -0.74, -0.57], [0.05, 0.00, 0.03], [0.16, -0.37, -0.10], [-0.07, -0.11, -0.06], [-0.05, -0.03, 0.00], [0.07, 0.00, -0.13], [0.01, -0.02, 0.02], [-0.06, -0.01, 0.03], [-0.07, 0.60, 0.52], [0.02, 0.22, -0.11], [0.07, 0.88, 0.11], [-0.06, 0.05, 0.15], [0.22, 0.33, 0.36], [-0.03, 0.00, 0.02], [0.04, -0.02, -0.02], [0.01, -0.01, 0.05], [0.61, 0.05, 0.30], [-0.22, -0.48, -0.21], [0.02, 0.01, 0.00]],
  "nbo_charge": [1.754, 0.071, 0.510, 0.157, -0.601, 0.320, 0.213, 0.408, -0.148, 0.209, -0.659, 0.252, 0.804, 0.216, 0.252, 0.106, 0.231, 0.220, -0.668, 0.213, -0.529, 0.243, 0.228, 0.676, -0.202, 0.828, 0.208, 0.128, 0.229, 0.107, -0.181, -0.413, -0.207, 0.219, -0.528, -0.172, -0.244, -0.134, -0.838, 0.209, -0.198, -0.227, -0.810, -0.138, -0.390, -0.592, -0.668, -0.243, -0.404, -0.226, -0.864, 0.207, -0.144, -0.249, 0.229, 0.486, 0.236, -0.522, -0.486, -0.058, 0.666, 0.782, 0.117, 0.224, 0.207, 0.190, -0.658, -0.170, 0.214]
}


[2]
{
  "formula": "C30H24N9O2SSeTi",
  "method": "wB97M-V/def2-TZVPD",
  "gap_ha": [0.1685, 0.1745],
  "multiplicity": 1,
  "homo_ev": [-2.7, -2.9],
  "total_charge": -1,
  "e_above_lowest_kcal_mol": 2.6,
  "elements": ["N", "H", "H", "C", "N", "C", "C", "N", "H", "H", "H", "C", "C", "C", "C", "H", "C", "C", "H", "C", "N", "C", "N", "C", "H", "H", "H", "C", "H", "H", "Se", "C", "C", "H", "N", "O", "H", "H", "H", "C", "Ti", "H", "C", "C", "C", "H", "C", "H", "H", "N", "C", "N", "H", "C", "C", "C", "H", "C", "N", "H", "H", "C", "O", "C", "C", "C", "S", "C"],
  "xyz": [[1.45135, 1.35557, 0.33007], [-1.18042, -0.29785, -2.61797], [-2.10360, 3.75505, 0.69059], [1.96709, 2.18763, -0.60615], [0.70285, -0.59963, -1.82985], [3.13598, 2.22297, 1.86959], [3.02951, 3.01744, -0.37099], [-1.43588, 3.02723, 0.48796], [-0.63111, -1.04056, -4.89611], [-1.21010, -1.42370, 2.57751], [0.65702, -3.42278, 1.75023], [0.95627, -4.29900, -0.17812], [-3.42505, 0.10114, -0.49359], [0.81914, -4.18689, -1.56132], [1.41761, 0.55055, 2.51794], [1.75480, -1.73270, -5.36957], [1.48793, -6.64244, -0.45714], [0.01053, -0.98768, 4.27691], [-4.43290, -3.03048, -0.26695], [0.12741, -1.03704, -4.12547], [3.55356, 1.27395, 5.41416], [-2.56924, -1.85158, -0.07342], [-2.26637, -0.51996, -0.18818], [1.28797, -5.53665, 0.36109], [3.39695, 3.64275, -1.17318], [-0.58840, -1.59522, 4.94281], [1.39306, -5.63530, 1.43715], [2.02428, 1.39375, 1.56569], [-2.35244, 1.54878, 1.52001], [1.74501, -7.59920, -0.01730], [4.93609, 2.40428, 5.36601], [-1.23147, 2.80686, -0.88973], [1.35390, -6.52123, -1.83309], [1.50820, -7.38058, -2.47466], [4.69323, 2.82689, 3.64801], [-1.54495, 3.70061, -1.66033], [-0.93028, 2.10838, 2.18111], [-5.50950, -0.58450, -0.78545], [-1.62823, -3.78600, 0.32669], [-0.17975, -0.62903, -2.85718], [-0.20044, 0.09582, 0.01554], [0.55496, -3.22975, -1.99727], [1.84979, 0.47460, 3.86655], [-1.46642, -2.71400, 0.20983], [3.02791, 1.27814, 4.22649], [1.47585, -0.36644, 5.78314], [3.64417, 3.03625, 0.89482], [3.39114, -1.68097, -3.51231], [1.71796, -2.50988, 0.67814], [-0.30160, -2.19762, 0.33093], [-4.47877, -0.81338, -0.55759], [0.34768, -0.17532, 2.04454], [4.49555, 3.67008, 1.10684], [1.01811, -5.28790, -2.38098], [3.66398, 2.14663, 3.23642], [1.45252, -1.41600, -4.37647], [-3.45154, 1.16466, -0.68752], [1.15528, -0.30191, 4.75194], [-1.42239, 1.90329, 1.32106], [1.48542, 2.14631, -1.57146], [0.91508, -5.17840, -3.45418], [1.99365, -0.99905, -2.03501], [-0.78828, 1.63338, -1.17671], [-3.92565, -2.07644, -0.29127], [0.79995, -3.09337, 0.71568], [-0.34408, -0.89882, 2.95892], [3.14481, -1.08595, -0.78076], [2.36226, -1.38717, -3.35935]],
  "forces_ev_per_a": [[-0.01, -0.16, -0.02], [-0.05, 0.03, 0.03], [0.00, 0.00, -0.03], [0.09, 0.07, 0.00], [0.18, -0.04, -0.19], [-0.07, -0.11, 0.16], [-0.01, 0.03, -0.07], [0.14, 0.08, 0.09], [0.01, 0.00, 0.03], [-0.03, -0.03, 0.03], [-0.03, 0.01, 0.02], [-0.02, 0.00, -0.04], [-0.12, -0.05, 0.03], [0.00, -0.01, -0.03], [0.07, 0.13, -0.21], [0.01, 0.01, 0.04], [0.00, 0.02, -0.03], [0.01, -0.02, 0.09], [0.02, 0.05, 0.00], [-0.09, 0.02, -0.01], [0.05, 0.05, 0.02], [0.02, -0.04, 0.02], [-0.12, -0.18, -0.11], [0.00, -0.04, 0.00], [-0.01, -0.02, 0.01], [0.02, 0.02, -0.01], [0.00, 0.00, -0.04], [-0.06, -0.16, 0.22], [-0.04, -0.01, 0.01], [0.00, 0.02, -0.01], [0.26, 0.10, 0.26], [-0.63, -0.38, 0.06], [0.00, 0.04, 0.04], [0.00, 0.01, 0.01], [-0.03, -0.02, 0.06], [0.25, 0.04, -0.06], [0.05, -0.02, 0.01], [0.05, -0.01, 0.00], [-0.01, -0.06, 0.00], [0.02, -0.03, 0.07], [-0.18, 0.76, 0.92], [0.01, -0.07, 0.02], [0.09, 0.10, -0.10], [-0.15, -0.02, -0.02], [-0.26, -0.13, -0.26], [-0.03, -0.02, -0.01], [0.01, 0.00, -0.02], [-0.01, 0.00, 0.00], [0.05, 0.06, -0.01], [0.22, 0.02, 0.00], [0.04, 0.08, -0.02], [0.30, 0.02, -0.24], [-0.02, -0.01, -0.02], [0.00, 0.00, 0.05], [-0.22, -0.08, -0.28], [0.14, -0.04, -0.02], [0.00, -0.01, -0.01], [-0.12, -0.07, -0.02], [0.11, -0.21, -0.15], [0.00, 0.02, -0.06], [0.00, 0.00, 0.02], [-0.01, -0.05, -0.09], [0.18, 0.26, -0.26], [0.03, 0.01, 0.02], [-0.14, 0.00, -0.06], [0.01, 0.02, 0.18], [0.02, 0.03, -0.06], [0.03, 0.00, 0.03]],
  "nbo_charge": [-0.582, 0.225, 0.373, 0.081, -0.623, -0.117, -0.278, -0.516, 0.212, 0.213, 0.191, 0.079, -0.051, -0.227, 0.165, 0.203, -0.216, -0.295, 0.208, -0.320, -0.628, 0.049, -0.622, -0.248, 0.215, 0.213, 0.203, 0.174, 0.367, 0.202, 0.828, 0.886, -0.235, 0.202, -0.604, -0.689, 0.367, 0.207, 0.182, 0.071, 1.677, 0.227, -0.126, 0.130, 0.217, 0.223, -0.155, 0.225, 0.271, -0.510, -0.338, -0.600, 0.221, -0.194, 0.130, -0.171, 0.203, -0.187, -0.638, 0.229, 0.208, 0.082, -0.809, -0.289, -0.307, 0.034, -0.338, -0.280]
}


[3]
{
  "formula": "C30H24N9O2SSeTi",
  "method": "wB97M-V/def2-TZVPD",
  "gap_ha": [0.1607, 0.2455],
  "multiplicity": 3,
  "homo_ev": [-2.5, -4.5],
  "total_charge": -1,
  "e_above_lowest_kcal_mol": 45.1,
  "elements": ["N", "C", "O", "H", "N", "C", "H", "H", "H", "C", "H", "H", "C", "N", "C", "H", "H", "C", "C", "Se", "C", "C", "C", "C", "O", "H", "C", "C", "N", "H", "C", "C", "H", "C", "N", "H", "N", "H", "N", "H", "H", "C", "H", "N", "H", "H", "C", "C", "C", "C", "C", "C", "N", "S", "H", "H", "C", "C", "Ti", "C", "C", "H", "H", "C", "C", "H", "C", "H"],
  "xyz": [[2.97433, 4.02082, 5.54059], [0.24543, -0.91898, -4.19951], [-1.71407, 2.01992, 0.72159], [1.61593, -2.69668, 4.24549], [1.55563, -0.00378, -0.11171], [1.98043, 0.65702, 4.47339], [0.17723, 3.86482, 0.07919], [-1.60127, 2.66252, -2.35141], [0.59923, 2.28502, -1.41201], [-2.35447, -3.70838, -4.25141], [-1.08087, -0.87708, -6.50971], [-3.50747, -1.95568, -2.07341], [0.67073, 3.71842, 1.03609], [3.13973, 1.58102, 6.40149], [1.61283, -1.21338, -0.78191], [2.99593, -2.94138, -0.65651], [0.09393, 0.05962, -4.67301], [1.53293, -1.64938, 4.00039], [-2.44837, -0.81338, 1.40729], [3.64563, 3.20322, 6.99089], [-2.88667, -3.55108, -5.51911], [-2.18797, 2.47812, -0.36381], [2.07983, -0.68058, 4.83469], [-3.21967, -1.68328, -1.07171], [-3.18327, 3.15912, -0.53161], [4.32293, -1.35678, 1.07679], [-1.36167, -2.85648, -3.79581], [1.07583, -1.49238, -2.06241], [0.71133, 2.47122, 1.51699], [-4.93157, -2.56908, -0.10011], [2.65483, 0.03012, 0.66059], [0.87823, -1.26268, 2.83969], [2.25443, 5.47352, 3.47269], [-2.42377, -2.52888, -6.33211], [-1.43807, 2.11052, -1.51051], [1.16603, 5.79052, 1.22899], [0.43433, -0.65458, -2.79831], [1.15883, -1.36268, -4.63531], [-0.14767, 1.59062, -1.28141], [-3.65117, -4.22518, -5.87851], [-2.83087, -2.39778, -7.32511], [1.83283, 3.37302, 3.49589], [0.04623, 0.77792, -1.91451], [-1.61977, -0.60598, 0.34589], [0.43133, -2.00648, 2.18059], [-4.23237, -1.73908, 2.15009], [3.39923, -1.14358, 0.57029], [-3.63517, -1.56758, 1.26759], [-1.43677, -1.67658, -5.87451], [-0.89217, -1.83058, -4.60321], [1.31313, 0.97092, 3.24959], [-2.04807, -0.99238, -0.86031], [0.75073, 0.00332, 2.46669], [-2.03747, -0.07748, 2.87319], [-2.71177, -4.50558, -3.61401], [2.89903, 0.90382, 1.24639], [2.43743, 3.08852, 4.75689], [-4.01937, -2.00558, 0.02999], [-0.21397, 0.82992, 0.85389], [2.52283, 1.74152, 5.23719], [1.26713, 2.29162, 2.75739], [2.58573, -0.94658, 5.75169], [-0.96257, -2.98668, -2.80051], [1.20573, 4.81672, 1.69519], [2.72173, -1.95498, -0.32431], [1.40253, -2.45738, -2.47341], [1.80423, 4.65112, 2.93519], [-1.41797, -0.72868, -1.69931]],
  "forces_ev_per_a": [[-0.33, 0.07, -0.61], [0.21, -0.12, -0.18], [-0.59, 0.50, 0.58], [-0.05, -0.07, -0.01], [0.54, -0.12, -0.21], [-0.34, 0.00, -0.47], [0.01, -0.14, 0.10], [0.03, -0.21, 0.47], [-0.35, -0.24, 0.11], [-0.06, -0.13, -0.01], [0.04, 0.09, -0.06], [0.01, -0.03, -0.13], [-0.01, -0.82, 0.05], [-0.26, -0.46, -0.29], [0.41, -0.49, 0.70], [0.09, -0.07, -0.17], [0.06, -0.26, -0.13], [0.33, 0.13, 0.50], [0.00, -0.01, 0.37], [-0.14, -0.16, -0.28], [-0.04, -0.08, -0.05], [-0.24, 0.46, -1.51], [-0.27, -0.22, -0.39], [0.22, 0.07, -0.13], [-0.16, 0.10, 0.13], [0.09, -0.02, 0.13], [0.08, 0.10, 0.04], [-0.08, 0.15, -0.77], [1.20, 2.82, 0.77], [-0.13, -0.04, 0.00], [0.63, -0.12, -0.30], [-0.23, 0.28, -0.45], [-0.02, 0.03, 0.04], [-0.02, -0.01, -0.09], [0.04, 0.33, -0.39], [-0.08, 0.00, -0.03], [0.14, -0.28, 0.24], [-0.06, 0.18, 0.05], [-0.26, 0.26, -0.10], [-0.07, -0.03, 0.01], [-0.04, 0.02, -0.05], [-0.09, 0.32, -0.42], [-0.07, 0.48, 0.25], [-1.18, -0.93, -0.09], [0.06, 0.18, 0.08], [0.00, 0.01, 0.04], [0.19, 0.24, 0.23], [-0.11, -0.18, -0.30], [-0.02, -0.02, 0.06], [-0.08, 0.09, -0.01], [0.19, 0.07, 0.24], [-0.33, -0.40, -0.61], [1.20, -0.89, 1.60], [-0.20, 0.24, 0.32], [-0.02, -0.02, 0.07], [-0.11, -0.06, 0.09], [0.58, 0.90, 0.91], [0.22, 0.14, 0.20], [-0.95, -1.25, -1.55], [0.65, -0.17, 1.17], [0.21, -0.12, 0.23], [0.04, 0.01, 0.05], [0.01, 0.01, 0.08], [0.25, 0.40, 0.26], [-0.42, 0.17, -0.29], [-0.03, 0.01, -0.03], [-0.20, -0.61, -0.20], [-0.10, -0.07, 0.13]],
  "mulliken_spin": [0.161, 0.001, -0.003, 0.010, -0.015, 0.114, -0.008, 0.000, 0.004, 0.000, 0.000, 0.000, -0.043, 0.151, 0.017, 0.000, 0.000, 0.114, 0.001, 0.157, 0.000, 0.005, -0.073, -0.001, 0.000, 0.001, 0.000, -0.007, 0.020, 0.000, 0.013, -0.061, -0.001, 0.000, 0.002, 0.013, -0.002, 0.000, -0.001, 0.000, 0.000, 0.134, -0.013, -0.014, -0.008, 0.001, 0.011, -0.004, 0.000, 0.000, 0.083, 0.017, 0.059, -0.005, 0.000, -0.010, -0.030, 0.003, 1.061, -0.033, 0.125, 0.000, 0.000, 0.120, -0.002, 0.000, -0.053, -0.010]
}


no.,E_tot (eV)
1,-75493.1952
2,-148307.8691
3,-148306.7680